(1)
Entry from the Open Molecules 2025 dataset: a structure of composition C13H23BN6PdSi at a distorted geometry (ωB97M-V with the def2-TZVPD basis set).

Each line ends with the natural charge from an NBO analysis.
Geometry (Å):
H  -2.31  -1.37  1.90  0.22
N  -0.49  -1.46  0.77  -0.31
B  1.53  -2.20  -0.59  0.56
N  0.19  -2.50  0.16  -0.33
C  -0.39  -3.67  0.51  0.00
Pd  0.11  0.60  0.28  0.76
H  -0.02  -4.61  0.15  0.22
C  -1.48  -3.38  1.32  -0.36
H  -2.15  -4.08  1.76  0.23
C  -1.53  -1.97  1.43  -0.02
H  2.16  -3.17  -0.86  -0.03
C  0.55  2.53  1.12  -0.94
H  -0.29  2.99  1.68  0.24
H  0.62  2.88  0.06  0.27
H  1.52  2.81  1.64  0.22
N  2.31  -1.35  0.48  -0.30
N  1.27  -1.25  -1.83  -0.32
N  1.81  -0.20  1.02  -0.40
N  0.76  0.01  -1.60  -0.32
C  3.48  -1.62  1.06  0.00
C  1.63  -1.32  -3.13  0.01
H  4.02  -2.51  0.72  0.22
H  2.12  -2.19  -3.54  0.22
C  3.76  -0.61  1.99  -0.35
C  1.30  -0.11  -3.74  -0.35
C  2.69  0.28  1.93  -0.04
C  0.73  0.69  -2.76  -0.02
H  4.64  -0.51  2.58  0.23
H  1.46  0.17  -4.76  0.23
H  2.52  1.24  2.42  0.22
H  0.31  1.70  -2.83  0.23
H  0.72  1.35  1.56  0.23
C  -3.06  0.26  -0.79  -1.11
Si  -1.92  1.51  0.06  1.11
C  -1.81  2.99  -1.11  -1.11
C  -2.69  1.96  1.73  -1.11
H  -2.64  -0.16  -1.71  0.23
H  -3.98  0.80  -1.06  0.21
H  -3.35  -0.57  -0.14  0.23
H  -2.82  3.43  -1.17  0.22
H  -1.12  3.77  -0.79  0.22
H  -1.53  2.68  -2.12  0.22
H  -3.68  2.42  1.55  0.22
H  -2.86  1.07  2.34  0.23
H  -2.10  2.68  2.31  0.22

total charge = 0
⟨S²⟩ = 2.00
multiplicity = 3
Kohn-Sham gap (alpha / beta) = 5.5443 / 7.1032 eV
LUMO energy (alpha / beta) = 0.76 / -0.93 eV
E_tot = -1279.826824 Eh

---

(2)
Entry from the Open Molecules 2025 dataset: a structure of composition C13H23BrCaNP at a distorted geometry (ωB97M-V with the def2-TZVPD basis set).

Each line ends with the natural charge from an NBO analysis.
Geometry (Å):
C  -2.75  0.17  -4.04  -0.24
C  -2.48  -1.04  -3.40  -0.24
C  -1.71  -1.10  -2.20  0.06
C  -1.26  0.09  -1.67  -0.55
C  -1.48  1.30  -2.33  -0.14
C  -2.24  1.35  -3.50  -0.23
C  -1.54  -2.46  -1.56  -0.47
C  -0.25  -3.27  -1.84  -0.18
N  1.02  -2.62  -1.81  -0.48
Ca  -1.17  1.01  0.84  1.67
C  -0.83  2.58  -1.77  -0.74
P  0.70  2.11  -0.84  0.71
H  -2.87  -1.98  -3.81  0.20
H  -2.41  2.33  -3.98  0.19
H  -3.35  0.19  -4.96  0.21
H  -1.51  3.16  -1.11  0.19
H  -0.53  3.27  -2.57  0.24
H  -1.64  -2.37  -0.47  0.24
H  -2.36  -3.11  -1.91  0.19
H  -0.22  -4.05  -1.05  0.20
C  1.24  3.76  -0.30  -0.96
C  1.81  1.87  -2.28  -0.92
H  -0.35  -3.75  -2.83  0.17
C  1.50  -1.89  -2.94  -0.39
C  1.91  -2.81  -0.70  -0.39
H  0.46  1.55  2.69  -0.05
H  2.01  -2.56  -3.66  0.16
H  0.66  -1.40  -3.45  0.20
H  2.22  -1.15  -2.60  0.18
H  2.56  -3.69  -0.85  0.16
H  2.56  -1.93  -0.62  0.18
H  1.35  -2.93  0.23  0.21
H  1.90  2.83  -2.81  0.22
H  2.80  1.54  -1.95  0.24
H  1.41  1.13  -2.98  0.27
H  1.29  4.42  -1.18  0.22
H  0.54  4.18  0.43  0.22
H  2.22  3.68  0.17  0.24
H  0.73  0.92  2.42  0.05
Br  -1.01  -1.39  1.83  -0.84

total charge = 0
Kohn-Sham gap = 5.7198 eV
LUMO energy = -1.06 eV
E_tot = -4156.831589 Eh

---

(3)
Entry from the Open Molecules 2025 dataset: a structure of composition C13H23I2IrOP2 at a distorted geometry (ωB97M-V with the def2-TZVPD basis set).

Each line ends with the Löwdin charge.
Geometry (Å):
I  -2.68  0.79  -1.01  0.71
I  0.44  1.14  -1.73  0.68
Ir  -0.62  -0.36  0.59  0.77
P  -0.71  -2.19  -0.77  0.56
C  -1.15  -3.54  0.37  -0.22
C  -1.85  -2.30  -2.19  -0.28
H  -1.78  -3.31  -2.62  0.09
H  0.75  -3.63  -2.05  0.09
H  -1.58  -1.56  -2.95  0.04
H  1.22  -1.91  -2.22  0.03
H  -1.96  -3.18  1.01  0.06
H  -2.88  -2.11  -1.85  0.03
C  0.89  -2.68  -1.51  -0.22
H  -1.48  -4.41  -0.20  0.08
H  1.65  -2.82  -0.74  0.04
H  -0.29  -3.80  0.99  0.06
P  -0.29  3.52  -1.41  0.42
C  -0.60  3.96  0.30  -0.24
C  1.01  4.55  -2.08  -0.23
H  -1.71  3.09  -3.30  0.06
H  -1.87  4.77  -2.68  0.08
H  -2.65  3.40  -1.81  -0.02
C  -1.78  3.72  -2.40  -0.31
H  1.32  4.18  -3.07  0.07
H  0.62  5.57  -2.18  0.08
H  -0.58  5.05  0.38  0.08
H  0.18  3.53  0.95  0.06
H  1.88  4.56  -1.41  0.07
H  -1.58  3.58  0.63  0.04
C  -1.26  0.81  1.88  -0.40
O  -1.62  1.58  2.67  0.18
C  2.67  -2.39  3.46  0.04
C  1.40  -2.04  3.94  0.07
C  0.49  -1.39  3.12  0.00
C  0.87  -1.09  1.81  -0.32
C  2.14  -1.36  1.32  -0.02
C  3.03  -2.05  2.15  0.08
H  3.36  -2.91  4.10  0.15
H  1.11  -2.28  4.96  0.16
H  -0.52  -1.12  3.47  0.13
H  2.42  -1.02  0.32  0.12
H  4.01  -2.32  1.77  0.16

total charge = +3
⟨S²⟩ = 8.79
multiplicity = 6
Kohn-Sham gap (alpha / beta) = 4.8026 / 4.9741 eV
LUMO energy (alpha / beta) = -10.32 / -14.20 eV
E_tot = -1965.617527 Eh

---

(4)
Entry from the Open Molecules 2025 dataset: a structure of composition C13H23I2OP2Ru at a distorted geometry (ωB97M-V with the def2-TZVPD basis set).

Each line ends with the natural charge from an NBO analysis.
Geometry (Å):
I  0.99  -1.27  -1.74  0.34
I  -1.52  1.22  2.10  0.32
Ru  0.31  0.19  0.45  0.07
P  1.22  1.91  -0.89  1.05
C  3.00  2.31  -0.68  -0.94
C  1.30  1.77  -2.74  -0.94
H  1.61  2.74  -3.16  0.27
H  0.69  4.18  -1.56  0.27
H  0.32  1.50  -3.14  0.25
H  -0.77  3.25  -1.09  0.26
H  3.57  1.38  -0.79  0.26
H  2.03  1.01  -3.03  0.24
C  0.28  3.47  -0.83  -0.95
H  3.31  3.02  -1.47  0.27
H  0.31  3.91  0.17  0.25
H  3.18  2.74  0.31  0.26
P  -1.43  -1.66  0.62  1.00
C  -0.79  -2.86  1.86  -0.96
C  -3.12  -1.33  1.28  -0.94
H  -2.24  -2.22  -1.61  0.26
H  -2.71  -3.45  -0.40  0.27
H  -1.04  -3.42  -1.05  0.25
C  -1.89  -2.81  -0.75  -0.94
H  -3.60  -0.59  0.63  0.26
H  -3.72  -2.25  1.30  0.27
H  -1.55  -3.62  2.05  0.27
H  -0.56  -2.32  2.79  0.25
H  -3.03  -0.91  2.30  0.25
H  0.13  -3.33  1.47  0.25
C  1.45  -0.95  1.33  0.55
O  2.14  -1.73  1.85  -0.41
C  2.97  3.26  3.93  -0.16
C  3.45  2.02  3.50  -0.18
C  2.78  1.34  2.46  -0.27
C  1.58  1.85  1.97  0.00
C  1.08  3.06  2.44  -0.35
C  1.80  3.79  3.38  -0.18
H  3.51  3.81  4.70  0.25
H  4.36  1.58  3.92  0.26
H  3.22  0.43  2.07  0.22
H  0.10  3.43  2.12  0.23
H  1.45  4.78  3.67  0.26

total charge = +2
⟨S²⟩ = 8.79
multiplicity = 6
Kohn-Sham gap (alpha / beta) = 5.9783 / 5.4902 eV
LUMO energy (alpha / beta) = -7.82 / -10.18 eV
E_tot = -1956.650461 Eh